C2H8Cl2Si2 | the ωB97M-V functional and the def2-TZVPD basis

Bonds (Å) are listed after each position.
Atoms and positions in Å:
1 C -0.717 -2.385 -0.129  C2 1.595, H7 1.047, H8 1.094, H9 1.091
2 C -0.821 -0.827 -0.451  C1 1.595, Si3 1.941, H10 1.110, H11 1.056
3 Si 0.807 0.133 -0.006  C2 1.941, Si4 2.703, H12 1.516, H13 1.555
4 Si 0.418 2.767 0.458  Si3 2.703, Cl5 2.043, Cl6 2.104, H14 1.364
5 Cl 1.353 3.734 -1.080  Si4 2.043
6 Cl 1.377 3.647 2.111  Si4 2.104
7 H -1.466 -2.602 0.570  C1 1.047
8 H -1.005 -3.005 -0.983  C1 1.094
9 H 0.271 -2.711 0.199  C1 1.091
10 H -1.752 -0.540 0.080  C2 1.110
11 H -1.101 -0.827 -1.470  C2 1.056
12 H 1.448 -0.793 1.009  Si3 1.516
13 H 1.957 0.030 -1.047  Si3 1.555
14 H -0.768 3.379 0.738  Si4 1.364

* E_tot: -43004.8455 eV
* SMILES string: CC[SiH2][SiH](Cl)Cl
* frontier orbital gap: 10.186 eV
* energy above the lowest of the compared OMol25 structures with the same formula, charge and spin: 218.1 kJ/mol
* HOMO level: -9.88 eV